[1]
# C5H11NO

An isolated molecule of C5H11NO (ωB97M-V/def2-TZVPD, the OMol25 dataset).

The calculation puts the gap between HOMO and LUMO at 7.45 eV. Its largest force on an atom is 1.8 eV/A. Its energy relative to the best compared isomer or geometry (same formula, charge and spin) is 128.8 kcal/mol. The LUMO energy comes out at 0.80 eV.

Element x y z (Å)
H1 0.99 -1.46 -1.40
H2 0.30 1.20 1.16
H3 2.94 -0.98 0.73
O1 -1.69 0.26 -0.43
C1 -2.22 1.57 -0.37
C2 0.18 -1.21 -0.69
C3 0.65 0.58 0.33
C4 2.08 -1.31 1.32
H4 2.03 -2.41 1.34
N1 0.80 -0.86 0.67
H5 1.61 0.97 -0.04
H6 -1.69 2.19 0.37
C5 -0.34 0.22 -0.81
H7 -2.17 2.08 -1.34
H8 -3.26 1.48 -0.06
H9 0.53 -1.06 1.66
H10 -0.17 0.75 -1.77
H11 -0.57 -2.01 -0.67


[2]
# C30H66Br4N6O10

A cluster of 10 separate species, C30H66Br4N6O10 in total (ωB97M-V/def2-TZVPD, the OMol25 dataset).

The calculation puts the gap between HOMO and LUMO at 9.04 eV. Its largest force on an atom is 2.5 eV/A. The LUMO energy comes out at 0.28 eV. As for the SMILES: CCOC(C)=O.CCOC(C)=O.CNC(C)=O.CNC(C)=O.CNC(C)=O.CNC(C)=O.CNC(C)=O.CNC(C)=O.BrCCBr.BrCCBr.

Element x y z (Å)
C1 -0.76 -0.02 0.23
H1 -2.77 3.06 1.46
H2 -0.07 -2.73 -1.74
C2 0.05 -3.38 -2.64
H3 -1.58 -0.29 0.88
H4 -2.23 6.06 1.25
H5 -2.57 1.49 2.24
C3 -1.98 5.63 0.29
C4 -2.61 2.59 2.41
O1 1.08 -1.59 3.50
H6 3.53 -1.07 0.40
N1 4.08 -0.24 -2.81
H7 -5.49 1.21 -2.11
H8 -3.77 -3.23 -0.64
C5 0.71 -2.58 -3.75
H9 0.03 0.67 -3.25
H10 -2.86 -1.86 -1.28
Br1 1.22 3.07 -4.79
H11 -0.51 3.01 2.15
H12 2.91 -4.86 1.47
H13 -1.02 2.05 -3.04
C6 1.00 3.37 -0.37
C7 -5.09 -1.86 0.92
C8 6.78 -4.86 0.03
C9 -3.83 -2.21 -1.01
C10 -0.71 1.28 -3.71
H14 0.12 1.07 -5.73
H15 3.10 -6.57 1.95
Br2 1.62 -3.77 -5.02
O2 -4.17 -1.31 0.11
C11 4.72 0.93 -3.01
C12 -1.28 3.05 2.92
H16 2.52 -2.34 1.09
H17 3.04 -3.38 5.93
H18 7.00 -4.10 -0.71
H19 1.56 -2.76 6.63
C13 2.24 0.48 3.71
C14 -0.61 5.07 0.46
C15 2.70 -1.72 0.23
H20 -2.68 4.87 -0.08
H21 4.84 2.66 -1.65
N2 2.52 -1.44 5.19
O3 0.26 5.61 1.11
C16 1.51 -0.91 -0.17
H22 1.54 3.52 0.56
H23 3.29 1.77 -1.63
H24 3.28 0.71 3.92
H25 -3.43 2.86 3.07
H26 2.02 0.62 2.67
H27 0.49 1.99 6.35
N3 4.76 -5.70 1.07
C17 5.29 -4.90 0.11
C18 -0.27 1.82 -5.03
O4 1.52 -0.42 -1.32
C19 -5.01 1.71 -1.26
H28 -4.71 4.58 -3.90
H29 3.01 -2.37 -0.58
N4 0.44 -0.77 0.62
O5 -2.71 2.33 -1.01
H30 7.21 -5.76 -0.36
H31 -5.43 2.98 -3.90
H32 -1.92 6.42 -0.46
H33 1.07 2.28 -0.59
H34 -4.37 -2.43 -3.08
H35 0.60 -4.25 -2.32
C20 -5.53 -0.96 2.06
O6 4.61 -4.20 -0.60
C21 -4.85 -2.07 -2.17
O7 5.69 1.05 -3.74
H36 7.21 -4.58 0.99
H37 -4.73 0.93 -0.54
H38 -5.08 0.04 2.02
C22 4.13 2.11 -2.25
H39 0.45 -1.20 1.54
H40 5.74 -1.48 -3.31
H41 -0.04 -1.98 -4.24
C23 2.15 -2.81 5.72
C24 -0.57 1.63 6.29
H42 3.19 -0.29 -2.33
O8 -2.18 3.11 5.30
H43 -0.70 1.06 0.28
H44 -1.04 2.40 -5.53
N5 -0.36 3.86 -0.20
H45 -5.81 2.32 -0.85
H46 1.56 1.15 4.24
Br3 -1.66 -4.09 -3.27
H47 -1.14 3.33 -0.64
H48 -5.89 4.06 -2.68
N6 -3.87 3.40 -2.59
C25 -3.78 2.44 -1.60
H49 -5.76 -2.63 -2.03
H50 4.29 -2.40 -2.87
H51 -1.07 1.94 7.18
H52 -5.06 -0.99 -2.25
C26 1.89 -0.92 4.11
C27 -1.27 2.37 5.15
H53 1.58 -3.31 4.96
H54 -1.02 -0.24 -0.81
H55 -6.62 -0.95 1.93
C28 -5.04 3.78 -3.29
H56 -1.41 4.06 3.28
H57 -5.36 -1.50 2.97
O9 -5.63 -2.93 0.68
H58 -3.07 4.03 -2.56
H59 5.39 -6.30 1.56
C29 3.31 -5.83 1.19
H60 3.67 2.76 -3.02
H61 1.46 -1.91 -3.34
H62 -0.52 0.52 6.19
Br4 -2.22 0.08 -3.91
O10 -0.67 2.19 3.95
H63 2.82 -6.05 0.23
H64 1.52 3.87 -1.16
H65 3.07 -0.87 5.78
H66 4.36 -1.60 -4.43
C30 4.64 -1.51 -3.38


[3]
# C4H8ClCoN4S5Sb

A structure of composition C4H8ClCoN4S5Sb (ωB97M-V/def2-TZVPD, the OMol25 dataset).

The calculation puts the gap between HOMO and LUMO (alpha / beta) at 6.27 / 6.21 eV. Its largest force on an atom is 2.9 eV/A. Its multiplicity is 4. The LUMO energy (alpha / beta) comes out at 4.66 / 4.64 eV. Its total charge is -2.

Element x y z (Å)
C1 -10.06 11.21 2.08
N1 -8.66 10.08 3.81
H1 -7.07 9.02 4.58
C2 -3.39 10.01 0.52
Sb1 -7.03 12.98 -1.21
H2 -2.77 10.71 -0.05
S1 -6.57 12.66 1.10
H3 -10.75 10.71 1.38
Cl1 -3.00 8.43 -0.38
H4 -2.96 9.80 1.46
N2 -8.12 9.64 1.74
C3 -8.99 10.30 2.57
S2 -9.36 12.44 -1.15
H5 -8.34 10.76 -0.01
H6 -9.48 12.01 1.50
S3 -6.53 14.81 -2.45
C4 -7.17 9.01 2.43
N3 -7.86 9.87 0.36
N4 -7.55 9.25 3.75
Co1 -5.37 10.65 0.26
H7 -10.57 11.67 2.89
H8 -8.11 9.04 -0.16
S4 -5.91 8.11 1.86
S5 -5.74 11.01 -1.95


[4]
# C21H51GaN4P2S

A structure of composition C21H51GaN4P2S (ωB97M-V/def2-TZVPD, the OMol25 dataset).

The calculation puts the gap between HOMO and LUMO at 8.79 eV. Its largest force on an atom is 4.1 eV/A. Its energy relative to the best compared isomer or geometry (same formula, charge and spin) is 2.6 kcal/mol. The LUMO energy comes out at -4.94 eV. Its total charge is +2.

Element x y z (Å)
H1 2.16 0.96 0.56
H2 -3.22 -5.12 -0.94
H3 1.29 2.11 3.35
H4 -3.69 2.57 -0.48
C1 -2.89 -4.38 -0.21
H5 -1.50 -1.96 -1.20
C2 -1.44 -3.98 -0.59
C3 -0.69 -2.50 2.62
H6 -2.87 -0.12 1.92
C4 1.59 -0.40 -2.94
H7 -2.40 -4.35 1.88
P1 -0.77 1.78 0.35
H8 -2.55 4.11 -0.88
C5 0.45 1.81 2.77
H9 1.46 4.17 2.36
H10 1.01 4.48 0.67
H11 -1.61 2.34 -3.18
H12 0.91 -3.90 -2.28
H13 4.01 -2.66 0.99
H14 -1.70 -2.23 0.38
H15 -3.59 1.12 2.83
H16 2.69 2.09 1.83
C6 -2.60 3.36 2.14
C7 2.85 -0.63 -2.06
H17 -3.96 -4.88 1.54
H18 -2.66 1.75 -1.93
H19 0.46 3.20 -2.85
H20 -1.82 3.53 2.85
C8 -1.48 4.21 -1.18
C9 2.81 -3.51 -1.23
H21 5.65 -1.76 -0.78
H22 3.86 -3.46 -1.57
C10 0.53 2.90 -1.82
H23 2.31 -3.23 -3.30
H24 -4.46 2.05 1.10
Ga1 0.53 -1.04 0.30
H25 1.76 0.41 -3.64
H26 -1.34 -4.30 -1.61
C11 -3.68 1.87 0.39
C12 3.91 -1.61 0.59
C13 5.25 -1.10 -0.04
H27 2.51 2.61 0.16
C14 -1.62 1.88 -2.18
H28 -3.65 -3.58 -0.28
H29 1.15 3.71 -1.33
C15 0.71 4.00 1.57
H30 1.13 1.99 -1.81
S1 0.87 -1.93 2.50
N1 -1.18 -2.56 -0.40
H31 -0.38 2.19 3.33
H32 0.40 0.69 2.64
H33 -1.42 4.77 -2.11
H34 -3.91 0.93 0.01
H35 -1.08 0.91 -2.23
H36 -2.70 4.20 1.46
H37 -0.76 -4.60 0.03
H38 2.78 -4.23 -0.39
H39 3.62 -0.90 1.39
P2 2.59 -1.77 -0.64
C16 2.03 -3.88 -2.44
H40 0.69 -0.17 -2.44
H41 3.62 -1.06 -2.68
N2 -3.00 -4.90 1.16
H42 1.38 -1.26 -3.56
C17 2.08 2.02 0.93
H43 -2.73 -5.86 1.18
H44 -3.63 3.34 2.70
H45 6.09 -1.07 0.68
H46 -1.01 4.83 -0.46
H47 3.29 0.23 -1.57
C18 -0.85 2.79 -1.24
H48 2.28 -4.87 -2.80
N3 -0.58 0.30 0.08
C19 -2.48 1.99 1.31
H49 5.10 -0.14 -0.53
N4 -1.80 -2.82 2.53
H50 -1.87 0.81 3.09
H51 -0.23 4.39 1.91
C20 -2.66 0.86 2.37
C21 0.63 2.46 1.38